No. 1
C31H31N2O3S4V | the ωB97M-V functional and the def2-TZVPD basis

Structure (XYZ):
```
72
Properties=species:S:1:pos:R:3:forces:R:3
V 1.416613 -1.731674 0.025686 -0.413 -0.172 -0.044
S 1.948710 -1.380358 -2.311659 0.172 -0.290 0.084
C 1.393516 0.242386 -2.655080 -0.057 0.208 -0.079
C 1.271347 0.673439 -3.984243 -0.017 0.064 0.043
C 0.786629 1.933246 -4.289966 0.000 -0.031 -0.023
C 0.401818 2.809883 -3.281957 -0.015 0.033 0.025
C 0.520871 2.408237 -1.961896 -0.022 -0.037 -0.036
C 1.023655 1.150490 -1.655642 0.051 0.026 -0.145
S 1.152410 0.691236 0.058689 0.038 -0.107 0.161
C 2.924982 1.065487 0.337429 0.054 0.131 -0.038
C 3.909284 -0.062362 0.523210 -0.014 -0.175 -0.126
C 5.229628 0.236051 0.835400 0.063 -0.016 0.099
C 6.143743 -0.794806 0.942648 0.043 0.083 0.020
C 5.737962 -2.095070 0.695926 -0.067 -0.087 -0.020
C 4.412003 -2.324565 0.364064 0.066 0.165 0.023
C 3.940500 -3.680419 -0.081021 0.066 -0.077 -0.097
S 2.187047 -4.022420 0.215240 0.060 0.109 -0.046
C 2.265743 -4.376256 1.964817 -0.021 0.028 0.111
C 2.676076 -5.641771 2.370451 0.013 0.012 0.036
C 2.757888 -5.956668 3.716069 0.013 -0.038 -0.036
C 2.404867 -4.987741 4.651454 -0.014 0.049 0.020
C 1.979074 -3.736912 4.247393 0.032 -0.070 -0.023
C 1.889593 -3.391147 2.887548 0.087 -0.175 0.049
S 1.308377 -1.811022 2.430190 -0.112 0.242 -0.133
N 3.528863 -1.323881 0.320630 -0.239 0.085 -0.046
H 1.550087 -0.011675 -4.775377 0.009 -0.013 0.005
H 0.689842 2.228677 -5.328565 0.004 0.002 -0.001
H -0.005491 3.783627 -3.521134 -0.003 0.001 0.002
H 0.192387 3.051393 -1.155691 -0.001 0.011 0.001
H 2.991903 1.733529 1.197826 -0.032 -0.032 0.023
H 3.246161 1.636431 -0.536067 0.003 0.030 0.035
H 5.528416 1.263598 0.995408 -0.023 0.005 0.007
H 7.173907 -0.585306 1.202564 -0.003 0.002 -0.001
H 6.437248 -2.918709 0.746929 -0.019 -0.015 -0.005
H 4.552724 -4.463872 0.365986 -0.032 -0.016 0.002
H 4.059618 -3.731763 -1.167605 -0.024 0.015 0.003
H 2.928123 -6.379475 1.616468 -0.002 -0.007 -0.003
H 3.078531 -6.941470 4.030805 0.001 0.001 0.002
H 2.454724 -5.214696 5.710163 0.002 -0.010 -0.001
H 1.696613 -2.993832 4.982396 -0.007 0.015 -0.008
C -5.364067 6.108711 0.043683 -0.022 0.038 -0.006
C -4.754203 4.732384 0.086247 0.001 -0.022 -0.022
C -5.310617 3.676751 -0.619486 -0.035 0.016 0.020
C -4.752836 2.399636 -0.587631 0.026 0.024 0.033
C -5.380117 1.285025 -1.383500 -0.006 0.011 -0.025
C -3.599879 2.177424 0.159344 -0.056 -0.038 -0.147
C -3.019593 3.230021 0.875279 0.015 -0.003 0.017
C -1.766285 2.992923 1.673705 0.015 0.019 0.026
C -3.607117 4.487455 0.835713 -0.003 -0.041 0.016
C -2.917830 0.809846 0.176401 0.331 0.448 0.349
O -3.460306 -0.081911 0.864495 -0.132 -0.097 -0.105
O -1.835627 0.770852 -0.455880 -0.204 -0.351 -0.133
H -6.303633 6.104746 -0.510275 0.000 -0.007 -0.002
H -4.696407 6.825435 -0.441104 0.005 -0.006 0.000
H -5.569791 6.487000 1.047541 0.006 -0.011 0.007
H -6.210533 3.843411 -1.205608 -0.003 0.011 0.000
H -6.454667 1.442173 -1.494711 0.004 -0.006 -0.005
H -5.212624 0.327808 -0.892049 -0.024 -0.009 0.016
H -4.946475 1.234153 -2.386400 0.022 -0.013 0.010
H -1.838081 2.069743 2.250928 -0.004 -0.002 -0.001
H -1.575184 3.821032 2.358504 -0.004 0.011 -0.008
H -0.905191 2.870941 1.014155 -0.008 -0.015 0.006
H -3.160727 5.296992 1.407397 0.002 0.001 -0.004
C -1.490144 -1.731922 -2.503794 0.102 -0.078 0.080
C -1.567241 -2.102509 -1.055276 -0.248 0.353 -0.103
N -2.779286 -2.363499 -0.530336 0.254 0.031 -0.056
O -0.566446 -2.139302 -0.335314 0.529 -0.273 0.212
H -2.424293 -1.922757 -3.029448 -0.016 -0.009 0.015
H -0.658138 -2.252016 -2.974779 -0.007 0.040 -0.024
H -1.272882 -0.660754 -2.511617 -0.038 -0.008 -0.052
H -3.552121 -1.986806 -1.056316 -0.021 -0.032 0.030
H -2.833617 -2.102793 0.450647 -0.120 0.066 0.017
```
Positions in Å, forces in eV/Å.

Properties
Kohn-Sham gap (spin up / spin down) = 6.38 / 5.76 eV
HOMO energy (spin up / spin down) = -4.05 / -3.44 eV
expectation value of S² = 0.76
calculated total energy = -4072.104712 a.u.
2S+1 = 2
net charge = -1



No. 2
C31H31N7O4PtS | the ωB97M-V functional and the def2-TZVPD basis

Structure (XYZ):
```
75
Properties=species:S:1:pos:R:3:forces:R:3
Pt -0.558285 -0.014680 -0.348587 -0.678 0.519 0.054
C 2.242048 -0.021807 1.119533 -0.002 0.087 0.039
N 0.836681 0.435949 1.063983 0.073 0.124 -0.007
C 0.384468 1.200576 2.018562 -0.094 0.073 0.075
C -0.953665 1.561887 1.984946 -0.002 -0.159 -0.007
C -1.752262 2.454231 2.697846 0.003 0.013 0.047
C -2.973577 2.493280 2.046303 -0.025 0.083 -0.015
C -2.896982 1.645014 0.947807 0.220 -0.036 -0.037
N -1.698182 1.019895 0.929630 -0.358 -0.130 0.191
C 2.481034 -1.458279 1.525284 0.011 0.036 0.083
C 2.142613 -2.552610 0.735349 0.051 0.029 -0.038
C 2.443763 -3.845148 1.134467 -0.038 -0.034 -0.026
C 3.102446 -4.064969 2.336270 0.000 0.017 0.010
C 3.459793 -2.984916 3.128033 -0.022 -0.013 -0.001
C 3.151452 -1.693569 2.722820 -0.114 -0.012 0.052
H 2.702734 0.608000 1.881523 0.093 0.053 -0.105
H 2.744136 0.229917 0.187631 -0.087 -0.035 -0.131
H 1.048908 1.526840 2.812016 0.014 0.029 -0.029
H -1.448499 3.027512 3.558841 0.002 0.011 -0.015
H -3.818586 3.119788 2.276624 -0.002 -0.022 0.034
H -3.634501 1.571200 0.174334 -0.090 -0.089 -0.009
H 1.634775 -2.423815 -0.214778 -0.050 -0.027 -0.033
H 2.177419 -4.682927 0.502564 0.003 0.007 0.000
H 3.346748 -5.072118 2.644997 -0.002 -0.001 -0.001
H 3.984830 -3.144097 4.060056 0.006 0.001 -0.003
H 3.444587 -0.858739 3.348914 0.008 0.009 -0.014
O 1.090875 -0.322399 -1.630205 0.438 -0.432 -0.103
C 1.106951 0.045986 -3.054789 -0.184 0.126 -0.067
C 0.781770 -1.149630 -3.911991 0.059 -0.052 0.042
C -0.308102 -1.993670 -3.260367 0.001 -0.089 0.020
C -1.641737 -1.334267 -3.015375 0.035 0.103 0.030
C -2.614394 -1.505107 -3.990725 0.053 0.005 -0.002
C -3.908782 -1.061002 -3.804395 -0.039 -0.001 0.014
C -4.224905 -0.480008 -2.589957 -0.015 0.015 -0.033
C -3.220200 -0.308317 -1.668103 0.039 -0.005 -0.048
N -1.941440 -0.670971 -1.863981 -0.008 -0.097 -0.020
H 1.719767 -1.033369 -1.437355 -0.003 0.017 -0.092
H 2.078851 0.481971 -3.278350 0.042 -0.039 0.108
H 0.351601 0.821885 -3.125088 0.005 0.037 -0.013
H 1.653366 -1.793513 -4.048691 0.046 0.067 -0.017
H 0.495407 -0.791819 -4.902144 -0.062 -0.033 0.001
H 0.086191 -2.379557 -2.323164 0.028 -0.062 0.006
H -0.488202 -2.868032 -3.884851 -0.049 0.018 -0.003
H -2.337766 -2.023085 -4.899108 -0.007 -0.005 0.002
H -4.658168 -1.202116 -4.571369 0.003 0.013 -0.007
H -5.227911 -0.157606 -2.350982 0.002 0.000 0.006
H -3.440663 0.115788 -0.714031 -0.033 0.030 0.134
N -1.499077 -2.866473 4.091984 0.011 -0.002 0.016
C -1.356279 -2.904789 2.759632 0.010 0.007 -0.019
C -1.081782 -1.731438 2.018475 0.066 -0.039 0.004
N -0.940801 -1.786045 0.702100 0.201 0.009 -0.002
C -1.088349 -2.970317 0.083828 -0.074 -0.013 0.000
C -1.352921 -4.100428 0.834776 0.012 0.002 -0.024
N -1.474468 -4.084259 2.149111 -0.015 -0.009 0.028
H -1.470895 -2.009653 4.613910 0.001 0.002 -0.001
H -1.714594 -3.722610 4.576456 -0.006 0.004 -0.001
H -0.994504 -0.776251 2.509702 0.005 -0.007 0.013
H -1.021116 -3.013264 -0.985444 0.004 0.011 -0.036
H -1.469572 -5.057251 0.339954 0.003 0.002 0.000
O -1.096616 6.209549 -0.998436 -0.044 -0.001 0.011
S -0.913884 5.141101 -0.078604 0.130 0.005 -0.051
O -1.458104 5.190495 1.241800 -0.024 0.024 0.038
N -1.426548 3.698156 -0.765361 -0.001 0.011 0.131
C -0.440643 2.901782 -0.922037 -0.509 -0.060 0.300
O -0.707216 1.675715 -1.390762 0.964 0.034 -0.411
C 0.914556 3.412492 -0.576937 -0.001 0.008 -0.120
C 2.169324 2.876381 -0.803864 0.001 -0.045 0.049
C 3.284825 3.598707 -0.394041 0.017 0.005 -0.011
C 3.145933 4.840836 0.217038 -0.003 -0.001 -0.012
C 1.888034 5.409512 0.395812 0.000 0.006 -0.025
C 0.798923 4.676537 -0.021197 -0.025 0.012 0.024
H 2.283054 1.936758 -1.322690 0.014 -0.112 0.025
H 4.276822 3.204390 -0.573244 -0.012 -0.001 0.006
H 4.027693 5.386760 0.524102 -0.001 -0.001 0.001
H 1.771830 6.396005 0.823966 0.003 0.002 -0.006
```
Positions in Å, forces in eV/Å.

Properties
Kohn-Sham gap = 7.16 eV
HOMO energy = -14.21 eV
calculated total energy = -2401.085689 a.u.
2S+1 = 1
net charge = +2
relative energy (zero: lowest compared OMol25 entry of this formula, charge and spin) = 2.588 eV



No. 3
C31H32AlN4O2SSi | the ωB97M-V functional and the def2-TZVPD basis

Structure (XYZ):
```
72
Properties=species:S:1:pos:R:3:forces:R:3
Al 0.122807 -1.799320 0.717669 -0.129 -0.361 0.403
C 2.945509 -2.253293 2.107270 -0.037 -0.035 0.031
C 1.918269 -2.599109 1.049047 0.186 0.013 -0.002
C 2.404227 -2.556222 -0.378023 -0.013 0.123 -0.035
C 1.494514 -2.814998 -1.325230 0.088 0.122 -0.043
C 1.720091 -2.807017 -2.802268 0.052 -0.039 -0.031
C 0.125181 -3.116787 -0.783281 -0.072 -0.038 -0.114
C 0.223166 -4.156232 0.299451 0.008 0.006 -0.039
C -0.697512 -5.334875 0.298780 -0.027 -0.046 0.008
C 1.157301 -3.882870 1.236350 -0.038 0.048 0.010
H 3.841869 -2.873329 2.013995 -0.008 -0.015 -0.015
H 2.550505 -2.402198 3.114045 -0.018 0.017 -0.001
H 3.259016 -1.210313 2.033854 0.012 -0.002 -0.022
H 3.439324 -2.315121 -0.594027 0.027 -0.033 -0.005
H 1.617673 -3.809695 -3.225320 -0.003 -0.035 0.030
H 2.714614 -2.435021 -3.048201 0.025 -0.032 0.008
H 0.982049 -2.174372 -3.301813 0.282 -0.282 0.191
H -0.639118 -3.305047 -1.531490 -0.004 -0.017 0.026
H -0.440164 -6.024679 -0.507781 -0.005 0.013 -0.008
H -1.732924 -5.027440 0.126159 -0.017 0.005 0.019
H -0.646402 -5.888537 1.237213 0.008 -0.013 0.003
H 1.320878 -4.505559 2.110075 -0.007 -0.009 0.010
N -5.409641 4.535795 2.304952 -0.031 0.011 0.010
C -4.275701 3.838775 2.050649 0.028 -0.010 -0.004
C -3.285273 3.699316 3.039069 0.017 -0.024 -0.029
C -2.143127 2.980385 2.784110 0.030 0.061 0.019
C -1.968298 2.386407 1.534982 0.062 0.052 0.021
C -2.937672 2.511341 0.541404 -0.037 -0.112 -0.079
C -4.078517 3.230781 0.796348 0.000 -0.002 -0.010
S -0.541622 1.466243 1.275110 -0.176 -0.043 0.132
O -0.225369 1.664311 -0.204289 -0.071 0.077 -0.039
O 0.524748 1.856427 2.134195 -0.045 0.023 0.147
N -0.837275 -0.102219 1.316421 -0.004 0.169 -0.267
C -1.640902 -0.777388 2.211201 0.130 0.009 -0.012
N -2.552644 -0.266327 3.010575 0.017 -0.020 0.046
C -3.235940 -1.163616 3.726193 0.004 0.006 -0.008
C -3.027798 -2.534129 3.649121 0.064 -0.055 -0.050
C -2.030089 -2.971852 2.797134 -0.008 0.109 0.111
N -1.332458 -2.085095 2.093376 -0.095 0.015 -0.083
H -5.499659 5.068655 3.150689 0.004 0.001 0.003
H -6.060956 4.735467 1.568020 0.002 0.000 -0.006
H -3.423832 4.169692 4.003626 0.007 0.000 0.009
H -1.378930 2.882633 3.542701 0.012 -0.009 0.002
H -2.790827 2.055896 -0.429955 0.000 0.011 0.015
H -4.829630 3.341773 0.025205 -0.003 0.001 -0.004
H -3.988874 -0.759520 4.392643 0.004 0.007 -0.001
H -3.608902 -3.225571 4.238549 -0.001 -0.003 0.004
H -1.760497 -4.012503 2.672110 -0.009 -0.006 -0.006
C 4.247519 4.717318 -1.173971 0.009 0.035 -0.021
C 4.498352 3.639787 -0.339323 -0.002 -0.019 0.019
C 3.594488 2.589531 -0.279869 -0.031 -0.006 0.033
C 2.434586 2.606159 -1.058210 -0.062 -0.083 -0.051
C 2.200566 3.697389 -1.901951 -0.019 -0.031 -0.019
C 3.099400 4.748888 -1.955569 -0.006 0.001 0.003
Si 1.272606 1.182882 -0.972445 0.266 -0.045 -0.006
C 0.698880 0.477661 -2.575118 0.031 0.028 0.025
C -0.506530 -0.221170 -2.683278 -0.058 0.080 0.003
C -0.856837 -0.845227 -3.869589 -0.139 0.170 -0.054
C -0.003338 -0.779322 -4.963200 -0.098 0.152 -0.119
C 1.194983 -0.086989 -4.873115 -0.051 0.040 -0.049
C 1.543917 0.538639 -3.685530 -0.024 0.001 -0.023
H 4.950439 5.538579 -1.219398 0.008 0.004 -0.001
H 5.394617 3.618183 0.265614 0.006 -0.003 0.005
H 3.791490 1.753283 0.381253 0.001 -0.005 0.002
H 1.313118 3.724737 -2.524670 -0.008 -0.003 -0.006
H 2.910815 5.591215 -2.607308 -0.005 0.005 -0.007
H 1.785779 0.170322 -0.016642 -0.051 0.022 -0.071
H -1.176548 -0.286879 -1.832046 -0.011 0.014 -0.017
H -1.792891 -1.383103 -3.944553 0.001 -0.014 0.005
H -0.275725 -1.268312 -5.889221 0.002 -0.009 -0.002
H 1.857344 -0.035456 -5.726585 0.007 0.000 -0.007
H 2.481781 1.078241 -3.625889 0.024 0.009 0.012
```
Positions in Å, forces in eV/Å.

Properties
Kohn-Sham gap = 6.60 eV
HOMO energy = -9.56 eV
calculated total energy = -2499.988453 a.u.
2S+1 = 1
net charge = +1
relative energy (zero: lowest compared OMol25 entry of this formula, charge and spin) = 0.749 eV